Entry from the OMol25 dataset: a molecular structure, C7H16InNO4PZr in a non-equilibrium geometry (wB97M-V/def2-TZVPD).

```
31
C7H16InNO4PZr (wB97M-V/def2-TZVPD)
C -2.75 -0.87 -2.34
C -1.58 -1.01 -1.34
O -0.79 0.21 -1.34
P 0.77 0.26 -1.50
O 1.32 0.10 -2.85
C 1.59 -0.97 -0.36
C 1.48 -0.53 1.04
In 0.05 -2.14 2.08
O -0.29 -1.78 4.35
C -1.55 -2.01 4.63
N -2.68 -2.11 4.81
O 1.21 1.56 -0.75
C 1.09 2.88 -1.47
C 0.96 3.97 -0.43
H -2.54 -0.06 -3.03
H -3.69 -0.72 -1.82
H -2.81 -1.79 -2.91
H -0.97 -1.87 -1.61
H -2.01 -1.09 -0.34
H 2.66 -0.99 -0.61
H 1.22 -1.96 -0.66
H 1.02 0.45 1.21
H 2.45 -0.62 1.53
H 0.79 -3.70 1.99
H -1.49 -1.99 1.31
H 1.99 2.99 -2.06
H 0.23 2.83 -2.13
H 0.20 3.73 0.31
H 0.62 4.86 -0.96
H 1.91 4.21 0.04
Zr 1.59 -1.85 5.22
```

Output
Total charge   +3
Highest occupied orbital energy   -19.73 eV
Spin multiplicity   1
HOMO-LUMO gap   4.2 eV